ORCA calculation (wB97M-V/def2-TZVPD) on an isolated molecule of C2H2N4.

```
8
C2H2N4, DFT wB97M-V/def2-TZVPD
N -0.728 -1.060 -0.041
N 0.460 -1.152 0.230
N -0.589 1.189 0.193
H 1.427 1.931 0.110
N -1.421 0.124 -0.163
H 2.428 -0.296 -0.003
C 1.326 -0.211 -0.207
C 0.690 0.987 -0.066
```

Results
Electronic energy = -296.26930 Eh
Highest occupied orbital energy = -9.5 eV
Relative energy (zero: lowest compared OMol25 entry of this formula, charge and spin) = 408.5 kJ/mol
M = 82.07 g mol⁻¹
2S+1 = 1
Total charge = 0
Lowest unoccupied orbital energy = -1.189 eV

ORCA calculation (wB97M-V/def2-TZVPD) on an isolated molecule of C2H2N4O.

```
9
C2H2N4O, DFT wB97M-V/def2-TZVPD
O -2.373 -0.071 0.329
H 1.664 1.987 -0.032
C 0.951 1.066 0.180
C -1.154 0.231 -0.042
N -0.355 -1.112 -0.142
N 0.879 -1.179 -0.091
H -0.837 -1.975 -0.264
N -0.364 1.303 -0.291
N 1.589 -0.249 0.354
```

Results
Electronic energy = -371.55382 Eh
Highest occupied orbital energy = -10.1 eV
Relative energy (zero: lowest compared OMol25 entry of this formula, charge and spin) = 174.7 kJ/mol
M = 98.06 g mol⁻¹
2S+1 = 1
Total charge = 0
Lowest unoccupied orbital energy = -1.083 eV

ORCA calculation (wB97M-V/def2-TZVPD) on an isolated molecule of C2H2N4O.

```
9
C2H2N4O, DFT wB97M-V/def2-TZVPD
C -0.426 -1.069 -0.256
N -1.251 -0.190 0.051
C -1.039 1.183 0.249
N -0.024 1.651 -0.275
N 0.902 -1.135 0.121
H -1.884 1.679 0.683
N 1.687 -0.262 0.118
O 2.824 0.058 0.234
H -0.790 -1.916 -0.926
```

Results
Electronic energy = -371.44435 Eh
Highest occupied orbital energy (alpha / beta) = -10.0 / -8.9 eV
Relative energy (zero: lowest compared OMol25 entry of this formula, charge and spin) = 462.1 kJ/mol
M = 98.06 g mol⁻¹
2S+1 = 1
Total charge = 0
Lowest unoccupied orbital energy (alpha / beta) = -0.669 / -0.740 eV

ORCA calculation (wB97M-V/def2-TZVPD) on an isolated molecule of C2H2N4O.

```
9
C2H2N4O, DFT wB97M-V/def2-TZVPD
C 0.493 0.384 -0.556
H -0.677 -0.352 1.144
C 0.012 0.395 0.793
N 1.637 2.391 -1.137
O 2.702 2.955 -1.181
N 0.385 1.316 1.586
H 0.165 -0.409 -1.211
N 1.382 1.204 -0.982
N 0.756 2.174 2.220
```

Results
Electronic energy = -371.48847 Eh
Highest occupied orbital energy (alpha / beta) = -8.1 / -8.1 eV
Relative energy (zero: lowest compared OMol25 entry of this formula, charge and spin) = 346.3 kJ/mol
M = 98.06 g mol⁻¹
2S+1 = 1
Total charge = 0
Lowest unoccupied orbital energy (alpha / beta) = -0.339 / -0.339 eV

ORCA calculation (wB97M-V/def2-TZVPD) on an isolated molecule of C2H2N4O2.

```
10
C2H2N4O2, DFT wB97M-V/def2-TZVPD
N -1.482 -0.536 -0.571
C 0.599 0.325 -0.826
C 0.084 -0.421 1.297
N 1.060 -0.059 0.248
O 0.535 -0.497 2.408
H 1.938 1.566 -1.614
N -1.196 -0.483 0.864
O 1.067 1.323 -1.713
H -2.064 -0.826 1.395
N -0.542 -0.391 -1.489
```

Results
Electronic energy = -446.81951 Eh
Highest occupied orbital energy = -10.2 eV
Relative energy (zero: lowest compared OMol25 entry of this formula, charge and spin) = 402.3 kJ/mol
M = 114.06 g mol⁻¹
2S+1 = 1
Total charge = 0
Lowest unoccupied orbital energy = -0.812 eV

ORCA calculation (wB97M-V/def2-TZVPD) on an isolated molecule of C2H2N4O2.

```
10
C2H2N4O2, DFT wB97M-V/def2-TZVPD
H 2.865 -0.415 0.271
C -0.904 0.790 0.042
H 1.505 0.978 -0.216
N -2.318 -0.923 -0.036
O -0.442 1.898 -0.040
N -0.258 -0.337 -0.131
O -2.205 0.436 0.091
C 1.919 -0.090 -0.016
N -1.155 -1.397 -0.035
N 0.994 -0.940 0.069
```

Results
Electronic energy = -446.77846 Eh
Highest occupied orbital energy = -10.7 eV
Relative energy (zero: lowest compared OMol25 entry of this formula, charge and spin) = 510.0 kJ/mol
M = 114.06 g mol⁻¹
2S+1 = 1
Total charge = 0
Lowest unoccupied orbital energy = 0.351 eV

ORCA calculation (wB97M-V/def2-TZVPD) on an isolated molecule of C2H2N4O2.

```
10
C2H2N4O2, DFT wB97M-V/def2-TZVPD
O 2.186 -0.087 -0.961
C -1.198 0.178 0.162
H -0.132 -1.434 0.865
N 0.785 1.527 -0.970
H -1.772 -1.114 1.749
N 1.955 1.312 -1.096
N 1.081 -0.738 -0.456
C 0.209 0.261 -0.403
O -2.081 0.913 -0.116
N -1.034 -0.818 1.226
```

Results
Electronic energy = -446.79294 Eh
Highest occupied orbital energy = -11.0 eV
Relative energy (zero: lowest compared OMol25 entry of this formula, charge and spin) = 472.0 kJ/mol
M = 114.06 g mol⁻¹
2S+1 = 1
Total charge = 0
Lowest unoccupied orbital energy = -0.559 eV

ORCA calculation (wB97M-V/def2-TZVPD) on an isolated molecule of C2H2N4O2.

```
10
C2H2N4O2, DFT wB97M-V/def2-TZVPD
N 1.055 0.834 0.510
H -0.905 -0.531 -2.003
C -0.067 0.112 0.054
O -1.171 -1.829 0.098
H 0.650 1.890 -2.484
N 0.422 1.329 -1.563
N 1.108 1.705 -0.430
N -0.544 -1.025 0.808
C -0.311 0.328 -1.356
O -0.299 -1.158 2.029
```

Results
Electronic energy = -446.71923 Eh
Highest occupied orbital energy = -10.2 eV
Relative energy (zero: lowest compared OMol25 entry of this formula, charge and spin) = 665.5 kJ/mol
M = 114.06 g mol⁻¹
2S+1 = 1
Total charge = 0
Lowest unoccupied orbital energy = -0.625 eV

ORCA calculation (wB97M-V/def2-TZVPD) on an isolated molecule of C2H2N4O2.

```
10
C2H2N4O2, DFT wB97M-V/def2-TZVPD
H -0.874 -1.363 0.794
C 0.737 1.003 1.328
H 1.099 0.125 1.720
N -0.460 1.073 -0.699
O 1.298 2.215 1.231
C -0.406 -1.011 -1.256
N -0.131 0.483 0.393
N -0.141 -0.972 0.184
N -0.526 0.275 -1.597
O -0.597 -1.828 -2.096
```

Results
Electronic energy = -446.76976 Eh
Highest occupied orbital energy = -10.8 eV
Relative energy (zero: lowest compared OMol25 entry of this formula, charge and spin) = 532.9 kJ/mol
M = 114.06 g mol⁻¹
2S+1 = 1
Total charge = 0
Lowest unoccupied orbital energy = -1.362 eV

ORCA calculation (wB97M-V/def2-TZVPD) on an isolated molecule of C2H2N4O2S.

```
11
C2H2N4O2S, DFT wB97M-V/def2-TZVPD
S -1.337 -1.371 0.367
O -2.512 -0.208 0.096
N 2.413 1.147 -0.398
N 2.721 -0.076 0.109
N 2.008 -0.995 0.251
C 0.200 1.030 0.378
C 0.050 -0.270 0.125
O -1.392 -2.281 -0.747
H -0.534 1.724 0.764
H -2.921 -0.325 -0.766
N 1.304 1.625 -0.178
```

Results
Electronic energy = -844.86213 Eh
Highest occupied orbital energy = -9.5 eV
Relative energy (zero: lowest compared OMol25 entry of this formula, charge and spin) = 315.7 kJ/mol
M = 146.13 g mol⁻¹
2S+1 = 1
Total charge = 0
Lowest unoccupied orbital energy = -1.655 eV

ORCA calculation (wB97M-V/def2-TZVPD) on the ion C2H2NO with charge -1.

```
6
C2H2NO, DFT wB97M-V/def2-TZVPD
C -0.859 0.074 0.042
H -1.114 1.169 -0.077
O 2.912 -0.249 -0.011
C 0.602 -0.103 0.044
H 0.812 -1.192 0.069
N 1.949 0.563 0.018
```

Results
Electronic energy = -207.23955 Eh
Highest occupied orbital energy = -3.0 eV
Relative energy (zero: lowest compared OMol25 entry of this formula, charge and spin) = 290.1 kJ/mol
M = 56.04 g mol⁻¹
2S+1 = 1
Total charge = -1
Lowest unoccupied orbital energy = 4.471 eV

ORCA calculation (wB97M-V/def2-TZVPD) on a cluster of 2 separate species, C2H2NO2S in total.

```
8
C2H2NO2S, DFT wB97M-V/def2-TZVPD
S -0.104 -1.302 0.063
C 0.174 1.551 -1.095
H 0.037 1.403 -2.205
O -0.796 1.414 -0.395
C 0.465 -1.157 1.641
H 1.049 0.998 -0.574
N 0.625 -1.004 2.779
O -1.451 -1.902 -0.215
```

Results
Electronic energy = -680.76653 Eh
Highest occupied orbital energy = -2.4 eV
Relative energy (zero: lowest compared OMol25 entry of this formula, charge and spin) = 369.4 kJ/mol
M = 104.11 g mol⁻¹
2S+1 = 1
Total charge = -1
Lowest unoccupied orbital energy = 3.607 eV

ORCA calculation (wB97M-V/def2-TZVPD) on the ion C2H2NO2S with charge -1.

```
8
C2H2NO2S, DFT wB97M-V/def2-TZVPD
C 0.412 0.618 -0.145
O -2.929 -1.076 0.120
S -2.555 0.337 0.405
C -0.561 -0.132 0.508
H -0.115 -0.975 1.055
N 0.459 1.251 0.956
O -2.651 1.047 -0.873
H 1.020 0.692 -1.078
```

Results
Electronic energy = -680.76397 Eh
Highest occupied orbital energy = -3.6 eV
Relative energy (zero: lowest compared OMol25 entry of this formula, charge and spin) = 376.1 kJ/mol
M = 104.11 g mol⁻¹
2S+1 = 1
Total charge = -1
Lowest unoccupied orbital energy = 4.167 eV

ORCA calculation (wB97M-V/def2-TZVPD) on a structure of composition C2H2NO2S.

```
8
C2H2NO2S, DFT wB97M-V/def2-TZVPD
C 0.424 1.278 -0.142
N -0.527 1.210 0.761
H -1.344 -0.246 0.669
H 0.522 1.628 -1.063
O 0.282 -2.454 0.265
O -0.128 -0.857 -1.447
C 0.797 0.475 0.942
S -0.026 -1.034 0.015
```

Results
Electronic energy = -680.56592 Eh
Highest occupied orbital energy (alpha / beta) = -0.7 / -5.1 eV
Relative energy (zero: lowest compared OMol25 entry of this formula, charge and spin) = 397.0 kJ/mol
M = 104.11 g mol⁻¹
2S+1 = 3
Total charge = -1
Lowest unoccupied orbital energy (alpha / beta) = 4.229 / 2.740 eV
⟨S²⟩ = 2.009

ORCA calculation (wB97M-V/def2-TZVPD) on the ion C2H2NO2S2 with charge -1.

```
9
C2H2NO2S2, DFT wB97M-V/def2-TZVPD
S 2.293 -0.781 1.131
H 0.632 0.678 1.038
H 1.347 0.823 -0.549
O 0.519 -1.472 -1.507
N -1.177 -0.354 -0.424
C 1.096 0.137 0.186
S -2.064 0.256 0.705
C 0.047 -0.732 -0.664
O -2.694 1.444 0.084
```

Results
Electronic energy = -1079.00104 Eh
Highest occupied orbital energy (alpha / beta) = -4.6 / -3.1 eV
Relative energy (zero: lowest compared OMol25 entry of this formula, charge and spin) = 309.0 kJ/mol
M = 136.18 g mol⁻¹
2S+1 = 1
Total charge = -1
Lowest unoccupied orbital energy (alpha / beta) = 3.290 / 1.682 eV

ORCA calculation (wB97M-V/def2-TZVPD) on a cluster of 2 separate species, C2H2NO2S2 in total.

```
9
C2H2NO2S2, DFT wB97M-V/def2-TZVPD
O 1.800 0.755 1.366
H 1.246 0.400 -1.350
C 1.323 -0.297 1.356
S -3.347 1.411 0.054
O 0.961 -1.373 1.561
N -0.671 0.551 -0.708
C 0.376 -0.130 -0.990
S -2.108 -0.095 -0.261
H 0.419 -1.221 -1.028
```

Results
Electronic energy = -1079.07332 Eh
Highest occupied orbital energy = -2.3 eV
Relative energy (zero: lowest compared OMol25 entry of this formula, charge and spin) = 119.3 kJ/mol
M = 136.18 g mol⁻¹
2S+1 = 1
Total charge = -1
Lowest unoccupied orbital energy = 3.259 eV

ORCA calculation (wB97M-V/def2-TZVPD) on the ion C2H2NO3 with charge -1.

```
8
C2H2NO3, DFT wB97M-V/def2-TZVPD
O -1.621 1.859 0.015
O -1.719 -1.856 0.016
N -1.266 0.633 -0.169
H -0.196 -1.019 -0.265
O -3.501 0.002 0.062
H 0.916 0.717 -0.667
C -0.053 0.142 -0.343
C -2.351 -0.248 -0.067
```

Results
Electronic energy = -357.75921 Eh
Highest occupied orbital energy = -3.7 eV
Relative energy (zero: lowest compared OMol25 entry of this formula, charge and spin) = 629.9 kJ/mol
M = 88.04 g mol⁻¹
2S+1 = 1
Total charge = -1
Lowest unoccupied orbital energy = 4.102 eV

ORCA calculation (wB97M-V/def2-TZVPD) on the ion C2H2NO3 with charge -1.

```
8
C2H2NO3, DFT wB97M-V/def2-TZVPD
H -1.220 -0.745 -1.023
C 1.367 -0.380 0.066
H -2.178 0.586 -0.314
C -1.390 -0.117 -0.198
O 1.077 -1.499 -0.243
N 0.018 0.382 0.469
O -0.002 1.398 1.123
O 2.328 0.376 0.120
```

Results
Electronic energy = -357.82373 Eh
Highest occupied orbital energy (alpha / beta) = -4.0 / -3.5 eV
Relative energy (zero: lowest compared OMol25 entry of this formula, charge and spin) = 460.5 kJ/mol
M = 88.04 g mol⁻¹
2S+1 = 1
Total charge = -1
Lowest unoccupied orbital energy (alpha / beta) = 4.470 / 4.316 eV

ORCA calculation (wB97M-V/def2-TZVPD) on the ion C2H2NO3 with charge -1.

```
8
C2H2NO3, DFT wB97M-V/def2-TZVPD
O 1.070 -2.212 -0.088
C 1.122 0.273 0.348
C 2.181 -0.684 -1.817
H 0.980 0.108 1.350
O 3.133 0.001 -1.685
N 1.619 -1.174 -0.452
H 1.820 1.154 0.149
O 1.411 -0.873 -2.763
```

Results
Electronic energy = -357.78873 Eh
Highest occupied orbital energy (alpha / beta) = -3.7 / -4.4 eV
Relative energy (zero: lowest compared OMol25 entry of this formula, charge and spin) = 552.4 kJ/mol
M = 88.04 g mol⁻¹
2S+1 = 1
Total charge = -1
Lowest unoccupied orbital energy (alpha / beta) = 3.865 / 4.431 eV

ORCA calculation (wB97M-V/def2-TZVPD) on the ion C2H2NO3 with charge -1.

```
8
C2H2NO3, DFT wB97M-V/def2-TZVPD
C 0.290 1.670 -2.070
O 1.380 1.726 -1.621
H -0.268 1.030 0.396
H -0.973 -0.582 0.415
O -1.061 -0.631 -2.112
N -0.441 0.267 -1.385
C -0.581 0.217 -0.097
O -0.527 2.174 -2.765
```

Results
Electronic energy = -357.87341 Eh
Highest occupied orbital energy = -3.8 eV
Relative energy (zero: lowest compared OMol25 entry of this formula, charge and spin) = 330.1 kJ/mol
M = 88.04 g mol⁻¹
2S+1 = 1
Total charge = -1
Lowest unoccupied orbital energy = 4.394 eV